8
Properties=species:S:1:pos:R:3 method="wB97M-V/def2-TZVPD" total_charge=+3 relative_energy_kcal_mol=14.4
H 1.87 0.51 0.34
O 0.17 0.31 -1.19
O -0.71 -0.02 0.72
C 1.18 -0.21 -0.45
C 0.62 -0.42 0.80
C -0.97 0.30 -0.51
F 0.85 -1.39 1.62
Sc -3.02 0.92 -1.33

24
Properties=species:S:1:pos:R:3 method="wB97M-V/def2-TZVPD" total_charge=+1 relative_energy_kcal_mol=126.0
C -0.04 -1.97 -0.27
C 0.58 -0.83 -0.49
C -1.23 -2.55 0.05
C -0.49 0.24 -0.57
C -1.71 -0.18 -0.23
C -3.09 1.72 0.95
C 3.87 0.18 0.56
C -2.93 0.69 -0.22
C 2.86 0.14 -0.63
N -1.94 -1.44 -0.02
N 1.97 -0.97 -0.47
H -1.63 -3.52 0.14
H -0.12 1.28 -0.72
H -2.35 2.46 1.02
H -3.18 1.23 1.94
H -4.06 2.18 0.69
H 4.51 1.13 0.41
H 3.43 0.19 1.56
H 4.49 -0.71 0.44
H -2.95 1.36 -1.23
H -3.83 0.17 -0.11
H 3.33 -0.03 -1.71
H 2.08 1.06 -0.68
H 2.45 -1.83 -0.40

11
Properties=species:S:1:pos:R:3 method="wB97M-V/def2-TZVPD" total_charge=+4 s_squared=8.78 total_energy_ha=-451.2443 spin_multiplicity=6
H -2.99 2.56 -2.61
C -2.07 2.27 -1.08
C -1.69 0.85 -0.89
O -0.25 0.86 -1.00
C 0.15 2.07 -1.10
O -0.91 2.94 -1.11
O 1.28 2.49 -1.09
Ir 2.99 2.10 -1.03
H -2.12 0.22 -1.68
H -1.97 0.43 0.09
Li -3.87 3.38 -0.17

12
Properties=species:S:1:pos:R:3 method="wB97M-V/def2-TZVPD" relative_energy_kcal_mol=14.1 smiles="N#C[C@@]1(Br)CCN=N1"
N -2.81 -1.75 0.40
C -1.79 -1.30 0.19
C -0.32 -0.78 -0.26
Br 0.22 -1.76 -1.89
C -0.23 0.74 -0.38
C 1.03 1.03 0.45
N 1.33 -0.25 1.06
N 0.66 -1.18 0.70
H -0.92 1.36 0.21
H -0.15 1.00 -1.46
H 1.99 0.99 -0.25
H 1.00 1.89 1.23

43
Properties=species:S:1:pos:R:3 method="wB97M-V/def2-TZVPD" total_charge=-2 total_energy_ha=-1110.5569
C -1.04 3.29 -2.17
O -1.84 2.06 -2.41
C -1.94 1.40 -1.09
C -0.76 0.22 -1.00
C -1.35 -0.93 0.00
C -1.48 -2.43 -0.66
C -0.48 -3.40 -1.17
C 1.14 -3.13 -1.19
C 1.60 -2.95 0.40
C 2.67 -1.77 0.79
C 3.07 -1.61 2.38
C 2.36 -2.64 3.46
C 1.29 -3.83 3.06
C 0.90 -3.99 1.47
C -1.23 -4.76 -1.67
O -0.86 -5.75 -2.50
O -2.50 -4.71 -0.91
C -2.89 -3.29 -0.91
O -4.06 -2.67 -1.06
H -0.82 3.74 -3.25
H -1.61 4.09 -1.49
H -0.03 2.99 -1.63
H -3.03 0.96 -1.00
H -1.82 2.19 -0.21
H -0.40 -0.16 -2.04
H 0.15 0.73 -0.42
H -2.44 -0.66 0.42
H -0.65 -1.02 0.95
H 1.38 -2.19 -1.85
H 1.76 -4.04 -1.60
H 3.10 -1.07 -0.06
H 3.82 -0.74 2.67
H 2.65 -2.52 4.60
H 0.77 -4.55 3.86
H 0.14 -4.83 1.18
O 0.57 4.32 0.05
C 0.22 5.31 0.88
C 0.89 6.68 0.38
O 0.54 7.67 1.21
H 0.51 5.21 1.94
H -0.86 5.53 0.98
H 0.58 6.78 -0.68
H 1.96 6.46 0.27

90
Properties=species:S:1:pos:R:3 method="wB97M-V/def2-TZVPD" total_charge=+3 total_energy_ha=-2073.5856
Mo 0.68 -0.65 -0.60
C 6.58 2.32 2.26
C 5.20 1.89 1.92
C 4.11 2.30 2.64
C 2.79 1.84 2.40
C 1.88 2.34 3.38
N 0.72 1.95 3.84
C -0.06 0.77 3.58
C 0.25 -0.31 4.63
C 1.63 -0.96 4.44
N 1.63 -1.78 3.26
C 1.19 -3.03 3.29
C 0.73 -3.76 2.19
C 0.35 -5.11 2.38
C -0.17 -5.89 1.36
C -0.60 -7.29 1.62
C -0.29 -5.32 0.08
C 0.03 -3.99 -0.17
C -0.03 -3.44 -1.50
N 0.23 -2.20 -1.82
C 0.39 -1.90 -3.22
C 1.77 -1.25 -3.48
C 2.82 -1.59 -2.41
N 2.61 -0.82 -1.19
C 3.63 -0.17 -0.72
C 3.68 0.63 0.47
C 4.96 1.06 0.83
C 2.54 1.00 1.26
O 1.32 0.68 0.92
C 0.53 -3.18 0.90
O 0.74 -1.92 0.62
H 6.61 2.79 3.24
H 6.96 3.03 1.53
H 7.26 1.48 2.26
H 4.28 2.97 3.47
H 2.27 3.21 3.91
H 0.35 2.50 4.62
H 0.15 0.41 2.57
H -1.12 1.03 3.65
H -0.52 -1.09 4.55
H 0.18 0.11 5.63
H 1.85 -1.59 5.31
H 2.41 -0.20 4.36
H 1.71 -1.32 2.36
H 1.17 -3.50 4.26
H 0.48 -5.54 3.36
H -0.36 -7.58 2.64
H -0.11 -7.98 0.94
H -1.67 -7.40 1.46
H -0.66 -5.93 -0.74
H -0.25 -4.16 -2.29
H -0.41 -1.22 -3.54
H 0.30 -2.82 -3.82
H 1.69 -0.16 -3.54
H 2.13 -1.60 -4.45
H 3.81 -1.38 -2.82
H 2.78 -2.66 -2.14
H 4.58 -0.24 -1.26
H 5.79 0.74 0.22
O -0.79 2.27 -2.82
C -0.71 1.29 -2.13
O 0.42 0.72 -1.74
C -1.86 0.50 -1.57
C -3.16 0.59 -2.05
C -4.09 -0.32 -1.56
C -3.69 -1.22 -0.59
C -2.39 -1.19 -0.12
N -1.46 -0.36 -0.61
H -3.40 1.32 -2.80
H -5.10 -0.33 -1.95
H -4.38 -1.96 -0.20
H -2.07 -1.86 0.67
C -0.14 5.31 -1.87
C 0.16 5.06 -0.38
C 1.61 5.46 -0.07
C -0.83 5.85 0.49
N 0.07 3.64 -0.11
N -1.17 3.04 0.00
H -0.08 6.37 -2.08
H -1.14 4.95 -2.11
H 0.58 4.78 -2.50
H 1.72 6.53 -0.18
H 2.30 4.97 -0.75
H 1.88 5.19 0.95
H -0.55 6.90 0.46
H -0.80 5.53 1.53
H -1.84 5.79 0.10
H 0.69 3.09 -0.72
H -1.87 3.70 0.32
H -1.13 2.20 0.59

13
Properties=species:S:1:pos:R:3 method="wB97M-V/def2-TZVPD" relative_energy_kcal_mol=15.5 smiles=Cc1ncc(O)[nH]1
C -1.55 0.94 1.20
C -0.65 0.00 0.44
N -1.00 -0.87 -0.46
C 0.15 -1.22 -1.14
C 1.20 -0.50 -0.65
O 2.51 -0.36 -1.00
N 0.71 0.25 0.37
H -2.58 0.78 0.89
H -1.27 1.96 0.93
H -1.52 0.85 2.29
H 0.12 -1.92 -1.96
H 2.66 -0.79 -1.85
H 1.26 0.87 0.95

45
Properties=species:S:1:pos:R:3 method="wB97M-V/def2-TZVPD" relative_energy_kcal_mol=10.6 smiles="CC(C)N1C(=O)CC[C@@H]1C(=O)N1CCC2(CC1)OCCO2"
C 0.90 -1.84 1.60
C -0.55 -1.73 1.11
C -1.51 -2.43 2.05
N -0.67 -2.28 -0.23
C -0.31 -3.54 -0.56
O -0.04 -4.42 0.22
C -0.33 -3.66 -2.07
C -1.06 -2.41 -2.55
C -0.90 -1.42 -1.38
C 0.33 -0.53 -1.57
O 1.40 -1.03 -1.87
N 0.20 0.80 -1.35
C -1.03 1.49 -1.01
C -0.75 2.90 -0.49
C 0.33 2.83 0.61
C 1.62 2.21 0.03
C 1.40 1.62 -1.36
O -0.12 2.04 1.70
C -0.29 2.87 2.82
C 0.62 4.06 2.51
O 0.55 4.14 1.11
H 1.00 -1.32 2.55
H 1.16 -2.88 1.73
H 1.58 -1.39 0.88
H -0.81 -0.66 1.05
H -1.26 -3.49 2.11
H -1.44 -2.00 3.05
H -2.54 -2.33 1.70
H -0.79 -4.59 -2.39
H 0.71 -3.66 -2.40
H -0.63 -2.00 -3.47
H -2.11 -2.62 -2.72
H -1.82 -0.84 -1.23
H -1.68 1.56 -1.89
H -1.55 0.95 -0.22
H -0.40 3.57 -1.27
H -1.66 3.31 -0.06
H 2.40 2.98 -0.01
H 1.95 1.42 0.72
H 1.31 2.41 -2.11
H 2.23 0.97 -1.63
H -1.34 3.19 2.91
H 0.00 2.31 3.71
H 1.65 3.86 2.84
H 0.28 5.01 2.92

83
Properties=species:S:1:pos:R:3 method="wB97M-V/def2-TZVPD" total_charge=-2 s_squared=4.22 relative_energy_kcal_mol=0.0 spin_multiplicity=4
V -0.42 1.03 -0.58
C 1.55 -0.29 3.14
C 0.69 0.34 2.10
N 0.77 0.01 0.81
N 1.90 -0.69 0.38
C 2.50 -0.18 -0.71
N 3.46 -0.89 -1.32
S 2.08 1.36 -1.30
C -0.30 1.32 2.38
C -0.71 1.68 3.69
C -1.63 2.67 3.87
C -2.19 3.32 2.74
C -1.79 2.89 1.50
N -0.89 1.93 1.29
H 2.55 -0.47 2.74
H 1.64 0.35 4.02
H 1.14 -1.25 3.47
H 1.90 -1.70 0.50
H 3.55 -1.88 -1.12
H 3.69 -0.60 -2.26
H -0.31 1.14 4.54
H -1.95 2.94 4.87
H -2.92 4.10 2.84
H -2.21 3.33 0.60
C -2.83 3.57 -3.30
C -2.36 2.76 -2.28
N -1.05 2.49 -2.14
C -0.20 3.00 -3.03
C -0.58 3.78 -4.15
C -1.95 4.09 -4.23
C 0.38 4.30 -5.08
C 1.70 3.90 -5.28
C 2.32 2.65 -5.02
C 3.74 2.52 -5.01
C 4.28 1.32 -4.65
N 3.54 0.23 -4.33
C 2.22 0.43 -4.45
N 1.58 1.53 -4.78
H -3.89 3.78 -3.36
H -3.02 2.27 -1.57
H 0.84 2.78 -2.88
H -2.31 4.72 -5.04
H 0.06 5.18 -5.62
H 2.35 4.63 -5.76
H 4.38 3.36 -5.24
H 5.36 1.19 -4.59
H 1.60 -0.43 -4.23
O -1.38 -2.20 4.05
C -1.01 -3.02 3.22
C -1.07 -2.80 1.73
C -2.10 -3.70 1.03
C -1.62 -5.12 0.75
C -1.24 -5.95 1.98
C -0.09 -5.33 2.78
N -0.51 -4.22 3.63
H -0.08 -2.98 1.30
H -1.30 -1.75 1.57
H -2.34 -3.23 0.08
H -3.03 -3.71 1.61
H -0.75 -5.08 0.09
H -2.41 -5.65 0.20
H -0.93 -6.94 1.65
H -2.10 -6.07 2.64
H 0.70 -5.00 2.11
H 0.34 -6.08 3.44
H -0.53 -4.36 4.63
O 1.89 -5.61 -0.14
Cl 2.49 -4.30 -0.16
O 3.90 -4.39 -0.46
O 2.32 -3.67 1.15
O 1.84 -3.45 -1.14
C -1.81 0.00 -0.80
C -2.94 -0.86 -0.93
C -3.93 -0.92 0.07
C -5.02 -1.76 -0.03
C -5.18 -2.58 -1.15
C -4.22 -2.54 -2.15
C -3.12 -1.70 -2.05
H -3.81 -0.29 0.95
H -5.76 -1.78 0.76
H -6.03 -3.25 -1.22
H -4.32 -3.18 -3.02
H -2.37 -1.68 -2.83

62
Properties=species:S:1:pos:R:3 method="wB97M-V/def2-TZVPD" total_charge=-1 total_energy_ha=-2061.7306
C 3.52 -0.25 2.31
C 3.08 -1.10 1.12
P 2.22 -0.18 -0.24
C 1.99 1.55 0.34
C 1.68 2.48 -0.83
Nb 0.27 -1.30 -1.38
C 0.79 -0.25 -3.35
Cl -1.56 -2.60 -2.44
C -1.22 0.29 -0.67
C -2.16 0.84 -1.73
F -1.52 1.80 -2.53
C 1.71 -3.04 -1.96
O 2.99 -2.48 -2.38
C 4.04 -3.38 -2.21
B -0.18 -2.47 0.60
O 0.09 -3.84 0.62
N -0.86 -1.91 1.74
C -1.31 -2.86 2.75
C -0.22 -0.75 2.34
H 4.00 -0.88 3.06
H 4.25 0.48 1.98
H 2.68 0.26 2.75
H 2.50 -1.95 1.46
H 3.99 -1.52 0.67
H 2.92 1.89 0.78
H 1.23 1.66 1.12
H 1.70 3.51 -0.48
H 0.71 2.28 -1.27
H 2.43 2.36 -1.62
H -0.13 -0.30 -3.93
H 1.02 0.80 -3.21
H 1.59 -0.76 -3.88
H -0.78 1.17 -0.18
H -1.87 -0.16 0.08
H -3.00 1.36 -1.26
H -2.56 0.06 -2.37
H 1.93 -3.69 -1.11
H 1.32 -3.64 -2.78
H 4.96 -2.89 -2.53
H 4.16 -3.67 -1.16
H 3.90 -4.28 -2.81
H -0.03 -4.17 -0.28
H -1.94 -3.61 2.29
H -0.49 -3.38 3.25
H -1.88 -2.34 3.52
H -0.08 0.02 1.59
H 0.75 -0.98 2.79
H -0.87 -0.33 3.11
C -4.30 3.52 -0.91
C -4.72 2.47 -0.10
C -3.97 2.10 1.00
C -2.81 2.79 1.28
C -2.37 3.84 0.49
C -3.13 4.20 -0.61
N -2.01 2.40 2.44
O -2.39 1.44 3.09
O -0.99 3.02 2.67
H -4.89 3.81 -1.77
H -5.63 1.94 -0.34
H -4.28 1.27 1.63
H -1.45 4.35 0.72
H -2.80 5.01 -1.25

86
Properties=species:S:1:pos:R:3 method="wB97M-V/def2-TZVPD" total_charge=+1 total_energy_ha=-7589.6166
N 1.23 -0.63 0.62
C 0.97 -0.63 -0.51
C 0.63 -0.45 -1.96
C 1.89 0.17 -2.65
C 2.94 0.79 -1.73
O 2.95 1.94 -1.45
Cl 4.22 -0.26 -1.11
C -0.70 0.42 -1.97
C -1.05 1.06 -3.28
N -1.16 1.72 -4.21
S -2.11 -0.74 -1.65
O -2.57 -1.10 -2.94
O -3.13 -0.10 -0.91
F -1.57 -2.06 -0.99
H 0.40 -1.46 -2.32
H 2.39 -0.66 -3.17
H 1.66 0.91 -3.42
H -0.73 1.13 -1.13
K 1.58 2.07 -4.80
C -3.67 -0.57 3.33
C -4.44 -0.42 2.02
C -5.88 -0.01 2.37
S -5.78 0.87 3.93
O -6.48 0.10 4.93
O -6.07 2.26 3.70
C -4.02 0.67 4.16
H -2.60 -0.65 3.17
H -4.00 -1.47 3.86
H -3.98 0.36 1.41
H -4.43 -1.34 1.43
H -6.31 0.64 1.61
H -6.52 -0.88 2.52
H -3.80 0.55 5.22
H -3.53 1.56 3.77
C 1.01 2.89 3.93
O 0.86 4.04 4.28
N 1.20 1.87 4.82
N 0.99 2.51 2.61
H 1.33 0.91 4.56
H 1.22 2.11 5.80
H 0.85 3.24 1.94
H 1.11 1.57 2.30
C 10.12 -1.58 -3.86
O 8.88 -1.29 -3.19
C 8.96 -1.26 -1.88
O 10.00 -1.46 -1.25
O 7.77 -0.97 -1.38
C 7.69 -0.88 0.05
H 9.91 -1.58 -4.93
H 10.87 -0.83 -3.64
H 10.48 -2.57 -3.58
H 8.33 -0.09 0.42
H 7.94 -1.84 0.51
H 6.66 -0.64 0.30
C -8.97 -3.81 2.37
C -8.06 -4.65 3.24
C -6.98 -3.86 3.93
O -5.95 -4.85 4.10
C -6.11 -5.76 3.10
O -5.32 -6.61 2.83
O -7.29 -5.57 2.45
H -9.63 -4.45 1.78
H -9.58 -3.15 2.97
H -8.39 -3.22 1.66
H -8.65 -5.23 3.95
H -7.29 -3.46 4.89
H -6.58 -3.05 3.32
C 6.85 5.95 -5.58
C 5.49 6.02 -6.24
O 5.44 4.87 -7.10
S 6.29 3.68 -6.44
O 5.37 2.79 -5.75
O 7.20 3.20 -7.39
O 7.06 4.54 -5.34
H 7.63 6.30 -6.24
H 6.88 6.50 -4.64
H 5.35 6.93 -6.81
H 4.68 5.92 -5.50
F 12.06 -2.41 -0.62
C -9.73 -0.44 3.48
O -8.97 -0.71 2.46
H -10.31 -1.29 3.90
H -9.21 -0.03 4.39
H -10.52 0.34 3.31
Al 10.17 -3.21 -0.17
Br 4.58 0.75 -5.96